[1]
Below is a cluster of 2 separate species, C3H9NO2 in total at a distorted geometry, with properties calculated with ωB97M-V/def2-TZVPD.

Last column: Löwdin charge in e.
Element x y z (Å)
1 H -0.5848 -1.1246 3.1707  0.114
2 N 0.5297 -0.5140 1.4362  -0.018
3 C 1.0692 -0.8108 -0.8960  0.015
4 H 1.7685 -1.5730 -0.3560  0.092
5 H -0.7159 0.5432 -1.8458  -0.002
6 H 0.5152 -1.3802 -1.5658  0.045
7 C 0.1244 -0.1276 0.2454  -0.518
8 H -1.1982 0.1655 2.3245  0.072
9 H 0.2925 0.4205 3.2046  0.077
10 H 1.1450 -1.4507 1.3525  0.198
11 H 1.5989 -0.0301 -1.3668  0.063
12 H -1.3549 1.8283 -2.7514  0.137
13 O -0.7429 0.8929 -2.8243  -0.216
14 C -0.2498 -0.2257 2.5575  -0.100
15 O -0.6118 0.7551 -0.1334  0.041

Forces on atoms 1 to 6 (eV/Å):
H 1.0 0.7 -0.8
N 1.6 -3.9 -0.4
C 0.3 -1.0 4.2
H -0.8 1.5 -1.2
H -0.4 1.6 -2.3
H -1.2 -0.7 -1.4

Values from the calculation:
energy relative to the best compared isomer or geometry (same formula, charge and spin) = 48.5 kcal per mole
highest occupied orbital energy = -9.951 eV
SMILES = CNC(C)=O.O
lowest unoccupied orbital energy = 0.54 eV
HOMO-LUMO gap = 0.3855 Eh

---

[2]
Below is an isolated molecule of C3H9NO2, with properties calculated with ωB97M-V/def2-TZVPD.

Last column: Löwdin charge in e.
Element x y z (Å)
1 H -0.2581 2.4867 -0.3620  0.118
2 C 0.7554 -0.2717 1.0188  -0.221
3 H 0.2511 -2.3898 0.9696  0.112
4 H 1.7294 -0.6776 1.2415  0.107
5 O -0.9035 0.9584 -1.5882  -0.074
6 C -0.3579 1.3997 -0.3242  -0.249
7 H -1.1247 1.1116 0.3935  0.127
8 O -0.3234 -1.6009 -0.7598  -0.081
9 H 1.2856 0.3488 -0.8198  0.116
10 H 0.3544 0.1924 1.9300  0.117
11 H -0.3502 1.2894 -2.3063  0.100
12 C -0.1721 -1.4380 0.6316  -0.259
13 N 0.8894 0.7533 0.0247  -0.060
14 H -1.1431 -1.3817 1.1392  0.107
15 H -0.6324 -0.7804 -1.1885  0.041

Forces on atoms 1 to 6 (eV/Å):
H 0.0 0.0 0.0
C -0.6 -0.4 0.6
H 0.1 0.2 0.1
H 0.4 0.1 0.1
O 0.1 0.1 0.1
C -0.1 -0.1 -0.4

Values from the calculation:
energy relative to the best compared isomer or geometry (same formula, charge and spin) = 40.9 kcal per mole
highest occupied orbital energy = -9.245 eV
SMILES = OCCNCO
lowest unoccupied orbital energy = 0.83 eV
HOMO-LUMO gap = 0.3702 Eh

---

[3]
Below is a cluster of 2 separate species, C3H9NO2 in total at a distorted geometry, with properties calculated with ωB97M-V/def2-TZVPD.

Last column: Löwdin charge in e.
Element x y z (Å)
1 C -0.0370 0.6498 -1.1789  -0.176
2 O 1.7114 -0.9302 0.0419  -0.304
3 H 2.4212 0.2395 1.4845  0.059
4 C -1.9782 -0.0780 0.2715  -0.103
5 O 0.0851 1.8880 -0.6723  0.058
6 H 0.6523 0.4831 -1.9962  0.131
7 H -0.5990 2.0403 -0.0025  0.102
8 H -0.9531 -1.2074 -1.2946  0.115
9 H -2.2469 -0.9762 0.8311  0.074
10 N 2.7764 -0.4934 0.8692  -0.061
11 C -0.7957 -0.3634 -0.6230  -0.224
12 H 3.0536 -1.2969 1.4328  0.057
13 H -2.8591 0.2102 -0.3108  0.081
14 H 0.5527 -0.8753 0.1431  0.124
15 H -1.7837 0.7100 1.0044  0.067

Forces on atoms 1 to 6 (eV/Å):
C -0.5 -0.9 1.0
O -1.9 -0.4 -1.1
H 0.2 -0.2 0.0
C 0.1 -0.2 0.3
O -0.3 -0.2 -0.2
H 0.0 0.0 0.1

Values from the calculation:
energy relative to the best compared isomer or geometry (same formula, charge and spin) = 114.2 kcal per mole
highest occupied orbital energy = -8.219 eV
SMILES = C/C=C\O.NO
lowest unoccupied orbital energy = 0.51 eV
HOMO-LUMO gap = 0.3207 Eh

---

[4]
Below is a cluster of 2 separate species, C3H9NO2 in total at a distorted geometry, with properties calculated with ωB97M-V/def2-TZVPD.

Last column: Löwdin charge in e.
Element x y z (Å)
1 H -0.0281 2.9153 0.3859  0.108
2 H 0.2325 -0.5740 0.9417  0.036
3 O 1.4908 -2.1503 0.5827  -0.118
4 H 0.7539 -1.4281 2.3587  0.081
5 O 1.3222 1.1389 -0.7405  0.041
6 H 2.2417 -1.5543 0.6429  0.075
7 C 0.4216 -1.5699 1.3228  -0.159
8 H -1.5483 2.2701 -0.1054  0.095
9 H -0.4246 -2.2473 1.3111  0.084
10 C 0.1090 1.1976 -0.7352  -0.612
11 H -0.3750 -0.4129 -2.1416  0.092
12 H -1.1480 -0.6295 -0.6434  0.069
13 C -0.8015 0.1520 -1.3151  -0.017
14 H -1.7003 0.6395 -1.6946  0.076
15 N -0.5458 2.2529 -0.1701  0.149

Forces on atoms 1 to 6 (eV/Å):
H 0.1 -0.1 -0.2
H -0.5 0.0 0.0
O -0.3 -0.3 -0.1
H -0.3 -0.2 0.1
O 0.0 -0.2 0.0
H 0.0 0.1 -0.1

Values from the calculation:
energy relative to the best compared isomer or geometry (same formula, charge and spin) = 23.3 kcal per mole
highest occupied orbital energy = -9.981 eV
SMILES = CC(N)=O.CO
lowest unoccupied orbital energy = 0.78 eV
HOMO-LUMO gap = 0.3954 Eh

---

[5]
Below is an isolated molecule of C3H9NO2 at a distorted geometry, with properties calculated with ωB97M-V/def2-TZVPD.

Last column: Löwdin charge in e.
Element x y z (Å)
1 H 0.4417 -1.5932 -0.9782  0.065
2 C 0.8707 1.3138 0.4808  -0.257
3 H -2.5166 0.5946 0.7873  0.086
4 H -0.5175 -2.1093 0.4307  0.088
5 H 1.0477 1.8842 1.3946  0.120
6 H -0.8444 0.5172 -1.1229  0.144
7 H 0.5849 1.9943 -0.3321  0.122
8 O -0.2897 0.4617 0.8622  -0.104
9 H 2.3448 -0.0295 0.8329  0.084
10 N 2.0533 0.6212 0.1134  0.036
11 H 1.9559 0.1271 -0.7656  0.066
12 C -0.9527 -0.1113 -0.2136  -0.478
13 H -1.2758 -1.9920 -1.1580  0.081
14 O -2.3686 -0.1303 0.1687  -0.032
15 C -0.5336 -1.5485 -0.5002  -0.021

Forces on atoms 1 to 6 (eV/Å):
H 0.1 0.0 0.0
C -0.8 -0.4 0.6
H 0.3 0.0 -0.1
H 0.0 0.0 0.1
H 0.0 0.0 -0.2
H 0.0 -0.1 0.3

Values from the calculation:
energy relative to the best compared isomer or geometry (same formula, charge and spin) = 30.2 kcal per mole
highest occupied orbital energy = -9.848 eV
SMILES = C[C@@H](O)OCN
lowest unoccupied orbital energy = 1.00 eV
HOMO-LUMO gap = 0.3986 Eh

---

[6]
Below is a cluster of 2 separate species, C3H9NO2 in total at a distorted geometry, with properties calculated with ωB97M-V/def2-TZVPD.

Last column: Löwdin charge in e.
Element x y z (Å)
1 H 1.5878 -3.4611 0.6751  0.116
2 H -0.6613 4.1273 -0.4929  0.078
3 H -1.2660 0.8031 -0.1587  0.100
4 H -0.2741 -1.2106 1.1622  0.157
5 C -0.2183 -2.1900 0.6030  -0.117
6 C -0.0350 2.3032 -0.5531  -0.284
7 C 1.0236 -2.7661 0.0609  0.000
8 H -0.1558 2.0891 -1.5909  0.119
9 O -1.2382 -2.8872 0.3717  0.231
10 H 0.6674 -3.3886 -0.8613  0.152
11 N -0.4628 1.2316 0.2721  0.112
12 H -0.7398 1.4890 1.1740  0.086
13 O -0.9946 3.3027 -0.2025  -0.016
14 H 1.6954 -1.9842 -0.2493  0.094
15 H 1.0719 2.5417 -0.2105  0.172

Forces on atoms 1 to 6 (eV/Å):
H -0.3 0.0 0.7
H 0.4 1.7 -0.4
H -0.3 -0.4 -0.1
H -0.1 -0.1 -0.4
C -3.2 -2.9 -0.4
C 1.4 1.5 2.2

Values from the calculation:
energy relative to the best compared isomer or geometry (same formula, charge and spin) = 61.3 kcal per mole
highest occupied orbital energy (spin up / spin down) = -14.721 / -13.616 eV
⟨S²⟩ = 0.764
multiplicity = 2
lowest unoccupied orbital energy (spin up / spin down) = -5.25 / -9.60 eV
HOMO-LUMO gap (spin up / spin down) = 0.3482 / 0.1478 Eh
total charge = +1

---

[7]
Below is a cluster of 2 separate species, C3H9NO2 in total at a distorted geometry, with properties calculated with ωB97M-V/def2-TZVPD.

Last column: Löwdin charge in e.
Element x y z (Å)
1 C -2.0344 2.2768 -0.1270  -0.002
2 N -0.6313 2.0545 0.1453  0.263
3 H 0.0070 -1.2541 -0.2504  0.060
4 H -2.5270 2.4706 0.8107  0.112
5 H 1.3280 -2.8595 -1.8436  0.123
6 H 0.2469 -2.0336 1.3739  0.098
7 H 0.9941 -0.5346 0.9023  0.065
8 H -2.3308 1.2728 -0.5264  0.151
9 C 1.9029 -2.2950 0.0322  -0.550
10 O 2.9739 -2.2197 0.5730  0.125
11 C 0.7117 -1.5212 0.5322  -0.008
12 H -0.3207 2.5294 1.0021  0.165
13 H 0.0395 2.3059 -0.5878  0.164
14 H -2.1649 2.9393 -0.9953  0.142
15 O 1.8052 -3.1316 -1.0412  0.091

Forces on atoms 1 to 6 (eV/Å):
C 1.2 -2.1 -0.2
N -0.4 3.4 -0.1
H -0.4 -0.7 -0.2
H -0.5 0.3 -0.1
H -0.2 0.2 0.8
H -0.2 -0.2 -0.3

Values from the calculation:
energy relative to the best compared isomer or geometry (same formula, charge and spin) = 36.0 kcal per mole
highest occupied orbital energy (spin up / spin down) = -13.130 / -13.116 eV
⟨S²⟩ = 0.754
multiplicity = 2
lowest unoccupied orbital energy (spin up / spin down) = -4.27 / -9.63 eV
HOMO-LUMO gap (spin up / spin down) = 0.3257 / 0.1282 Eh
total charge = +1

---

[8]
Below is a cluster of 3 separate species, C3H9NO2 in total at a distorted geometry, with properties calculated with ωB97M-V/def2-TZVPD.

Last column: Löwdin charge in e.
Element x y z (Å)
1 C -1.4187 -0.9486 -1.1245  -0.013
2 H 1.4012 0.9280 0.4659  0.169
3 H 0.0721 1.5462 -0.7924  0.134
4 C -0.0206 -0.7017 2.2954  -0.431
5 C -0.0850 -0.9426 -1.4940  -0.099
6 H -1.4207 -1.7214 -0.3934  0.043
7 H -0.1487 -0.7825 3.4071  0.187
8 N 0.8990 1.6514 -0.1664  0.260
9 H 0.3128 -0.0612 -1.9967  0.020
10 O -0.8821 -0.1813 1.6361  0.044
11 H 0.0245 -1.9548 -1.8394  0.076
12 H 1.6510 2.1425 -0.7015  0.160
13 O 1.2217 -0.9507 2.0194  0.165
14 H -2.2697 -0.5693 -1.7127  0.095
15 H 0.6634 2.5460 0.3971  0.191

Forces on atoms 1 to 6 (eV/Å):
C 2.0 -0.5 -1.0
H -1.9 0.7 -1.4
H 0.7 -1.3 0.9
C 0.5 1.5 0.0
C -2.5 1.8 -0.6
H -1.9 -1.1 0.0

Values from the calculation:
energy relative to the best compared isomer or geometry (same formula, charge and spin) = 100.9 kcal per mole
highest occupied orbital energy (spin up / spin down) = -12.723 / -12.521 eV
⟨S²⟩ = 0.757
multiplicity = 2
lowest unoccupied orbital energy (spin up / spin down) = -4.21 / -7.44 eV
HOMO-LUMO gap (spin up / spin down) = 0.3128 / 0.1867 Eh
total charge = +1